DFT (ωB97M-V/def2-TZVPD) results for a structure of composition C23H25BrN3O3Ti.

CARTESIAN COORDINATES (ANGSTROEM)
1 Ti 1.064603 0.968306 2.207936
2 C 1.873914 -1.439446 4.781885
3 C 1.304400 -0.087352 4.453186
4 C -0.057062 0.042627 4.127977
5 C -0.630844 1.310446 3.915865
6 C 0.171809 2.447502 3.998368
7 C 1.552082 2.324771 4.186698
8 C 2.115715 1.053713 4.403940
9 H 1.763172 -2.140097 3.952386
10 H 1.342187 -1.861919 5.635006
11 H 2.930073 -1.374038 5.034114
12 H -0.687700 -0.837260 4.111546
13 H -1.688622 1.399008 3.713484
14 H -0.259265 3.420538 3.810384
15 H 2.180776 3.203462 4.187571
16 H 3.176467 0.962784 4.596186
17 Br 3.801344 -1.118503 1.687001
18 C 3.720687 0.401076 0.560767
19 C 4.669475 0.607470 -0.424681
20 C 4.515948 1.731684 -1.224616
21 C 3.438999 2.586289 -1.025585
22 C 2.545689 2.290985 -0.013131
23 N 2.704347 1.215129 0.771326
24 C 1.315079 3.144658 0.273168
25 O 1.158188 4.170077 -0.342014
26 O 0.531288 2.641338 1.179219
27 H 5.485684 -0.086863 -0.555090
28 H 5.234424 1.935293 -2.007365
29 H 3.270771 3.468369 -1.626086
30 C -4.804476 -0.381154 -3.995153
31 C -3.370890 0.063522 -4.232953
32 N -2.420262 -0.566030 -3.307388
33 C -1.513087 -1.571486 -3.846673
34 C -2.213460 -2.857445 -4.254786
35 C -2.371702 -0.069303 -2.055167
36 O -3.062092 0.859968 -1.668904
37 C -1.501756 -0.750099 -1.027182
38 C -1.587045 -2.100534 -0.724283
39 C -0.867178 -2.600153 0.354563
40 C -0.084141 -1.725973 1.077519
41 N 0.002766 -0.417515 0.796920
42 C -0.698821 0.058752 -0.234963
43 H -5.467920 0.095038 -4.717364
44 H -5.131334 -0.093600 -2.997025
45 H -4.908530 -1.461461 -4.101004
46 H -3.288062 1.143806 -4.115252
47 H -3.044001 -0.188688 -5.242133
48 H -0.733516 -1.771546 -3.112232
49 H -1.009312 -1.134453 -4.713399
50 H -2.745353 -3.309562 -3.416133
51 H -1.489423 -3.579732 -4.632357
52 H -2.941266 -2.678423 -5.046439
53 H -2.222817 -2.752720 -1.309640
54 H -0.914580 -3.642315 0.634966
55 H 0.494915 -2.075511 1.924809
56 H -0.650280 1.126547 -0.407789

Force components x, y, z for each atom (eV/Å):
-0.372 0.278 -0.306
0.006 0.018 0.013
0.039 -0.049 -0.104
-0.015 0.013 0.090
0.032 0.011 0.115
0.008 0.044 -0.126
0.005 -0.014 0.023
0.012 -0.006 0.192
-0.011 -0.001 0.001
0.014 0.000 0.009
0.004 0.000 -0.016
0.002 -0.008 -0.014
-0.004 0.017 -0.015
0.007 0.003 0.000
0.003 0.006 0.001
0.009 -0.014 -0.005
-0.036 0.001 0.019
0.235 0.088 -0.242
-0.092 -0.014 0.092
-0.028 0.062 -0.029
0.020 -0.081 0.087
0.137 0.091 -0.139
-0.275 -0.075 0.212
0.124 0.093 -0.050
-0.017 -0.011 -0.028
0.103 -0.506 0.147
0.009 0.011 -0.019
0.010 -0.014 0.004
-0.004 0.005 -0.001
-0.049 0.000 -0.002
0.050 0.003 0.019
0.019 0.022 -0.044
0.105 0.069 -0.014
-0.041 -0.045 -0.037
-0.295 -0.230 0.142
0.138 0.125 -0.058
0.098 0.011 -0.030
0.026 0.007 0.074
0.012 0.112 -0.095
0.013 -0.078 0.025
0.104 0.068 0.145
-0.080 -0.002 0.040
0.009 0.004 -0.001
0.018 0.000 -0.003
0.010 -0.006 -0.009
-0.021 0.006 0.001
-0.011 -0.012 -0.002
-0.037 -0.006 -0.046
0.002 -0.024 -0.014
0.009 0.003 -0.002
0.014 0.012 0.007
0.000 0.021 0.008
0.005 0.012 0.024
-0.006 -0.009 -0.019
-0.002 -0.017 -0.004
-0.018 0.005 -0.016

Computed properties:
**Frontier orbital gap (alpha / beta)**: 7.399 / 8.444 eV
**Total charge**: +1
**ΔE to the lowest compared entry with this formula, charge and spin**: 1.8 kcal/mol
**HOMO energy (alpha / beta)**: -10.432 / -11.713 eV
**Multiplicity**: 3
**<S²>**: 2.006

DFT (ωB97M-V/def2-TZVPD) results for a cluster of 14 separate species, C23H25Cl52O2P in total.

CARTESIAN COORDINATES (ANGSTROEM)
1 C -2.479350 3.528045 -1.316885
2 C -1.582524 2.395221 -0.862981
3 O -2.272086 1.167413 -0.872689
4 P -1.245105 -0.183866 -1.182437
5 C -0.117621 -1.649062 -1.510348
6 C -0.347092 -2.803095 -0.516497
7 C 0.866215 -3.753234 -0.471251
8 C 1.524121 -3.901138 0.908154
9 C 1.659788 -2.584763 1.687761
10 C 3.092317 -2.292347 2.142928
11 C 3.126625 -0.979758 2.931171
12 O 2.877528 -1.185549 4.313861
13 C 1.648234 -0.628490 4.730567
14 H -2.472856 3.603272 -2.400227
15 H -2.101311 4.478728 -0.946307
16 H -3.487952 3.394542 -0.949325
17 H -1.252994 2.588479 0.165583
18 H -0.673812 2.389874 -1.479895
19 H -0.908575 0.384703 -2.442558
20 H -2.373163 -1.020397 -1.089123
21 H -0.535189 0.113843 0.010697
22 H 0.912379 -1.323331 -1.361287
23 H -0.236075 -2.047000 -2.518388
24 H -0.563254 -2.355044 0.455246
25 H -1.236517 -3.357433 -0.803176
26 H 1.630837 -3.416773 -1.166011
27 H 0.551213 -4.730908 -0.830813
28 H 2.530589 -4.282953 0.744328
29 H 1.004024 -4.645173 1.506223
30 H 1.354779 -1.728592 1.088893
31 H 0.993532 -2.593086 2.547405
32 H 3.490622 -3.109456 2.736060
33 H 3.667202 -2.117396 1.233889
34 H 4.059125 -0.439511 2.760740
35 H 2.329991 -0.356302 2.522973
36 H 1.358672 -1.150218 5.640566
37 H 1.711554 0.427543 4.987802
38 H 0.850183 -0.768632 4.002232
39 C -5.049374 1.315684 -3.808933
40 Cl -6.603012 1.088998 -4.623650
41 Cl -5.322474 1.700797 -2.109464
42 Cl -4.104468 -0.175128 -3.927010
43 Cl -4.166826 2.627347 -4.593801
44 C -8.227601 4.878377 -1.684793
45 Cl -9.615275 4.126417 -0.889571
46 Cl -8.724322 6.407326 -2.418887
47 Cl -6.958238 5.182418 -0.490949
48 Cl -7.607098 3.791452 -2.927665
49 C 3.916818 -1.397894 7.729495
50 Cl 2.296169 -1.508655 8.435533
51 Cl 4.061055 0.113401 6.822266
52 Cl 5.117924 -1.412156 9.026893
53 Cl 4.184993 -2.775555 6.658043
54 C -1.467500 2.888856 -7.605374
55 Cl -1.110573 3.371284 -9.272445
56 Cl -0.037150 2.109379 -6.921759
57 Cl -1.868305 4.330209 -6.658724
58 Cl -2.819314 1.761157 -7.553200
59 C -10.290090 -1.166466 -3.853964
60 Cl -10.294506 -2.450570 -2.644028
61 Cl -9.435815 -1.718694 -5.300164
62 Cl -11.951458 -0.738690 -4.277409
63 Cl -9.465177 0.247479 -3.190875
64 C -5.027399 1.530278 -11.178948
65 Cl -4.660016 -0.113696 -11.717885
66 Cl -6.255149 1.470937 -9.907154
67 Cl -3.560651 2.276049 -10.536512
68 Cl -5.635143 2.476649 -12.542467
69 C 8.477394 -3.579640 7.443844
70 Cl 8.590002 -2.975928 9.101084
71 Cl 7.501549 -5.053250 7.417391
72 Cl 7.721903 -2.356702 6.418907
73 Cl 10.099857 -3.934709 6.844419
74 C -0.307793 -1.644415 -8.559043
75 Cl -0.373976 -1.100424 -6.877972
76 Cl -0.660610 -3.375524 -8.632362
77 Cl -1.495519 -0.759831 -9.518563
78 Cl 1.310682 -1.340594 -9.202822
79 C 1.652929 6.397122 -9.875234
80 Cl 1.558864 5.077553 -8.706968
81 Cl 2.563129 5.863860 -11.292460
82 Cl 0.018811 6.860890 -10.366001
83 Cl 2.462965 7.785232 -9.141349
84 C -9.077338 -2.940295 1.146483
85 Cl -9.237863 -4.318052 0.044420
86 Cl -10.657733 -2.557222 1.836190
87 Cl -7.954260 -3.363843 2.443372
88 Cl -8.457112 -1.537207 0.273444
89 C 13.195934 -3.006958 9.561413
90 Cl 13.279239 -2.393448 11.218954
91 Cl 12.240112 -4.492177 9.535577
92 Cl 12.439321 -1.793178 8.525719
93 Cl 14.828764 -3.346497 8.978077
94 C -0.858569 2.554725 5.891853
95 Cl -0.302820 2.760068 4.225215
96 Cl 0.182415 1.389574 6.715568
97 Cl -0.789430 4.107133 6.731007
98 Cl -2.521265 1.959009 5.887013
99 C 9.578730 1.161957 9.901909
100 Cl 10.152507 1.347102 8.239424
101 Cl 10.610603 0.007103 10.749157
102 Cl 9.639180 2.724595 10.724546
103 Cl 7.915319 0.568826 9.884313

Force components x, y, z for each atom (eV/Å):
0.403 0.209 -0.123
-0.211 0.327 0.716
0.199 -0.311 -0.513
-0.034 -0.233 -0.268
-0.295 -0.432 0.620
0.226 0.388 -0.446
-0.293 -0.103 0.431
0.099 0.231 -0.204
0.226 -0.278 0.183
-0.626 0.772 -0.080
-0.170 -0.291 -0.195
-0.229 0.129 -0.570
0.060 -0.298 0.478
-0.311 -0.106 -0.144
0.073 0.098 0.116
-0.153 -0.012 0.024
0.128 0.020 0.044
0.014 -0.216 -0.129
0.060 0.090 0.204
-0.116 0.230 0.075
0.055 -0.055 -0.080
0.160 0.236 -0.304
0.094 0.213 -0.251
0.047 -0.195 0.240
-0.214 -0.030 -0.009
0.033 0.195 -0.179
0.097 -0.173 -0.010
0.091 -0.248 0.023
-0.118 -0.053 0.089
-0.103 0.039 -0.205
-0.088 0.011 0.178
0.286 -0.073 -0.014
0.386 -0.367 -0.025
0.204 -0.070 0.363
0.021 0.296 -0.092
-0.050 -0.065 0.103
0.299 0.070 -0.325
-0.044 -0.032 -0.176
0.056 0.018 0.151
0.134 -0.018 -0.094
0.107 -0.334 -0.071
0.004 -0.028 -0.058
-0.086 0.052 0.137
0.008 0.005 -0.020
0.010 0.004 -0.004
0.011 -0.026 0.020
-0.003 -0.005 -0.004
-0.300 0.239 -0.084
0.050 0.001 -0.144
-0.012 0.023 0.013
0.098 -0.023 0.208
-0.005 -0.064 0.026
-0.046 0.063 0.178
-0.011 -0.039 0.067
-0.098 -0.120 0.135
0.081 0.325 -0.006
0.026 0.017 -0.033
0.177 0.041 0.262
-0.011 0.002 0.050
-0.051 -0.026 -0.088
0.001 0.012 0.004
0.028 -0.009 0.000
-0.135 0.024 0.060
0.008 0.023 -0.013
0.001 0.009 0.008
0.016 -0.004 -0.004
-0.409 -0.087 -0.598
0.009 -0.026 0.034
-0.002 0.023 0.002
0.020 -0.003 -0.008
-0.005 0.018 0.010
0.077 0.029 0.013
-0.101 -0.028 -0.117
0.031 -0.017 0.005
-0.076 -0.315 -0.005
0.017 0.041 -0.005
0.028 -0.040 -0.040
-0.024 -0.009 0.005
0.004 0.000 0.021
0.293 0.169 0.071
-0.009 0.006 0.010
0.003 -0.006 0.002
-0.015 -0.017 -0.013
0.029 0.018 0.030
0.022 0.054 0.030
0.013 -0.002 -0.028
-0.017 -0.013 0.000
0.004 -0.039 0.012
-0.029 0.010 -0.046
0.000 0.006 0.006
0.070 0.025 0.066
0.119 -0.093 -0.049
-0.014 0.003 0.018
-0.018 -0.005 0.033
0.001 -0.005 -0.004
-0.209 0.185 0.253
0.004 -0.021 -0.019
0.021 0.006 -0.008
-0.008 -0.028 0.043
-0.003 -0.018 -0.006
-0.092 0.075 0.096
0.005 -0.013 -0.023
0.001 0.047 -0.029

Computed properties:
**Frontier orbital gap**: 9.377 eV
**HOMO energy**: -9.353 eV
**Multiplicity**: 1